No. 1
10
Properties=species:S:1:pos:R:3 method="wB97M-V/def2-TZVPD" smiles="[H]/N=C1/NO1.C#C" orbital_gap_ev=11.69 e_lumo_ev=0.86
H 1.99 -1.90 -0.53
N 1.28 -1.40 0.01
C 1.48 -0.17 -0.01
N 1.02 1.04 0.46
O 2.23 0.82 -0.47
H 0.27 1.37 -0.16
C -1.74 -0.45 0.11
C -2.39 0.55 -0.02
H -1.11 -1.32 0.21
H -3.00 1.43 -0.11

No. 2
7
Properties=species:S:1:pos:R:3 method="wB97M-V/def2-TZVPD" multiplicity=3 s2=2.005 orbital_gap_ev="7.47 / 9.64" e_lumo_ev="0.66 / -2.49"
O 0.43 -0.51 -1.99
O 0.73 -0.44 1.43
F -0.23 1.93 0.51
F -1.76 0.14 0.98
Si -0.30 0.35 0.60
H -0.18 -0.19 -2.76
H 1.32 -1.28 1.25

Energy above the lowest of the compared OMol25 structures with the same formula, charge and spin values, unit kcal/mol, following the record order: 128.6; 0.0.